Molecular formula: C63H164N12O20
Method: DFT, ωB97M-V/def2-TZVPD

Values from the calculation:
Orbital gap in eV: 8.7
Multiplicity: 1
DFT total energy in hartree: -4660.027860
LUMO level in eV: 0.4
Net charge: 0

Element x y z (Å)
C1 0.911 -4.992 1.989
O1 1.718 -3.794 1.942
H1 0.485 -5.110 3.005
H2 0.169 -4.933 1.245
H3 1.442 -5.966 1.800
H4 2.076 -3.544 2.819
C2 -0.314 8.070 3.288
C3 -1.813 8.008 3.541
C4 -2.368 6.603 3.438
O2 -2.234 6.298 2.079
C5 -3.007 5.163 1.642
N1 -2.158 8.690 4.768
H5 -0.046 7.594 2.363
H6 0.243 7.532 4.045
H7 0.123 9.073 3.411
H8 -2.207 8.640 2.697
H9 -3.391 6.475 3.757
H10 -1.796 5.842 4.067
H11 -2.592 4.208 1.963
H12 -2.973 5.200 0.532
H13 -4.044 5.220 2.024
H14 -1.821 8.092 5.537
H15 -1.652 9.546 4.782
C6 -1.919 -1.665 3.809
C7 -1.376 -1.310 2.416
C8 -2.344 -1.647 1.302
O3 -3.504 -0.810 1.552
C9 -4.654 -1.506 1.107
N2 -1.135 0.109 2.222
H16 -2.935 -1.303 4.043
H17 -1.286 -1.214 4.590
H18 -2.002 -2.730 3.980
H19 -0.401 -1.870 2.164
H20 -2.645 -2.719 1.233
H21 -1.868 -1.301 0.323
H22 -4.765 -2.502 1.575
H23 -4.672 -1.550 0.035
H24 -5.523 -0.981 1.407
H25 -0.520 0.453 2.927
H26 -2.046 0.548 2.262
C10 1.268 3.443 -5.167
C11 1.307 3.772 -3.645
C12 2.722 3.517 -3.130
O4 3.250 2.244 -3.614
C13 4.436 2.005 -2.927
N3 0.920 5.123 -3.369
H27 1.963 4.132 -5.611
H28 0.342 3.769 -5.612
H29 1.517 2.444 -5.520
H30 0.615 3.110 -3.145
H31 2.678 3.554 -2.053
H32 3.306 4.343 -3.423
H33 4.295 1.794 -1.909
H34 5.147 2.872 -2.978
H35 5.023 1.256 -3.462
H36 -0.094 5.194 -3.487
H37 1.276 5.801 -4.028
C14 -0.681 -3.741 -4.216
C15 0.180 -3.822 -2.980
C16 1.615 -3.420 -3.274
O5 1.674 -2.131 -3.759
C17 2.966 -1.697 -4.003
N4 -0.528 -3.115 -1.912
H38 -1.689 -3.879 -3.923
H39 -0.359 -4.409 -5.033
H40 -0.536 -2.661 -4.520
H41 0.377 -4.842 -2.665
H42 2.113 -4.120 -3.972
H43 2.138 -3.527 -2.341
H44 2.922 -0.645 -4.212
H45 3.427 -2.294 -4.755
H46 3.585 -1.679 -3.083
H47 -0.649 -2.142 -2.125
H48 0.015 -3.181 -1.026
C18 -7.650 -1.473 -2.765
C19 -7.743 -1.033 -1.314
C20 -8.721 0.194 -1.066
O6 -7.983 1.315 -1.486
C21 -8.747 2.497 -1.766
N5 -8.181 -2.169 -0.480
H49 -8.542 -1.971 -3.094
H50 -6.917 -2.269 -2.841
H51 -7.495 -0.671 -3.509
H52 -6.837 -0.622 -1.021
H53 -8.987 0.304 -0.034
H54 -9.651 0.182 -1.563
H55 -9.079 2.867 -0.846
H56 -9.554 2.288 -2.372
H57 -8.022 3.129 -2.279
H58 -8.016 -1.948 0.554
H59 -7.611 -2.935 -0.779
C22 -10.887 -0.712 -4.888
O7 -10.022 0.342 -4.611
C23 -9.163 0.732 -5.667
C24 -7.994 1.607 -5.132
N6 -6.670 1.204 -5.755
C25 -5.533 1.679 -4.958
C26 -4.216 0.891 -5.112
O8 -4.370 -0.447 -4.650
C27 -3.193 -1.182 -4.832
H60 -11.698 -0.779 -4.103
H61 -10.271 -1.607 -4.939
H62 -11.454 -0.639 -5.798
H63 -9.654 1.313 -6.456
H64 -8.716 -0.121 -6.148
H65 -8.027 1.488 -4.058
H66 -8.113 2.653 -5.397
H67 -6.595 0.177 -5.724
H68 -5.802 1.549 -3.893
H69 -5.382 2.721 -5.119
H70 -3.523 1.336 -4.445
H71 -3.873 0.926 -6.110
H72 -2.869 -1.186 -5.879
H73 -3.377 -2.216 -4.441
H74 -2.330 -0.733 -4.242
C28 7.131 2.868 0.256
O9 6.370 2.850 1.458
C29 5.018 3.144 1.330
C30 4.788 4.652 1.152
N7 5.232 5.417 2.262
C31 4.304 5.237 3.396
C32 4.271 6.467 4.284
O10 5.589 6.761 4.757
C33 5.726 7.507 5.950
H75 6.448 3.152 -0.560
H76 7.513 1.822 0.177
H77 7.941 3.665 0.320
H78 4.512 2.851 2.288
H79 4.479 2.690 0.472
H80 3.715 4.808 1.137
H81 5.377 5.029 0.289
H82 6.148 5.081 2.536
H83 4.516 4.373 4.013
H84 3.321 5.087 2.925
H85 3.643 6.298 5.198
H86 3.916 7.373 3.756
H87 6.738 7.367 6.309
H88 4.950 7.305 6.720
H89 5.550 8.557 5.781
C34 8.753 -4.643 -5.382
O11 9.121 -4.070 -4.149
C35 8.055 -3.431 -3.559
C36 8.035 -1.918 -3.848
N8 6.755 -1.254 -3.540
C37 6.386 -1.035 -2.128
C38 7.278 -0.195 -1.248
O12 8.571 -0.742 -1.077
C39 8.694 -1.670 0.021
H90 9.669 -4.471 -6.006
H91 7.987 -3.984 -5.831
H92 8.464 -5.706 -5.255
H93 8.215 -3.650 -2.489
H94 7.085 -3.890 -3.711
H95 8.172 -1.878 -4.915
H96 8.974 -1.497 -3.485
H97 6.674 -0.446 -4.111
H98 6.314 -2.056 -1.727
H99 5.407 -0.538 -2.102
H100 6.763 0.111 -0.320
H101 7.542 0.657 -1.840
H102 9.742 -2.137 -0.087
H103 7.999 -2.533 -0.099
H104 8.640 -1.129 0.959
C40 -3.509 -4.632 -0.800
O13 -4.909 -4.679 -0.487
C41 -5.309 -5.954 0.037
C42 -6.733 -5.884 0.438
N9 -6.893 -4.868 1.514
C43 -8.289 -4.597 1.730
C44 -8.383 -3.681 2.982
O14 -7.804 -2.459 2.614
C45 -7.833 -1.588 3.720
H105 -3.356 -3.687 -1.337
H106 -3.306 -5.411 -1.594
H107 -2.955 -4.738 0.124
H108 -4.660 -6.177 0.912
H109 -5.143 -6.609 -0.863
H110 -7.033 -6.839 0.912
H111 -7.460 -5.725 -0.376
H112 -6.505 -3.996 1.147
H113 -8.899 -5.520 1.937
H114 -8.798 -4.188 0.849
H115 -7.828 -4.073 3.868
H116 -9.476 -3.472 3.369
H117 -7.250 -0.723 3.571
H118 -7.514 -2.169 4.524
H119 -8.839 -1.232 3.944
C46 4.019 -0.420 0.656
O15 3.320 0.575 -0.026
C47 1.938 0.208 -0.227
C48 1.103 1.236 -0.966
N10 -0.190 0.694 -1.066
C49 -1.231 1.564 -1.631
C50 -2.622 0.989 -1.375
O16 -3.661 2.001 -1.456
C51 -4.919 1.459 -0.943
H120 4.007 -1.385 0.109
H121 3.546 -0.630 1.658
H122 5.014 -0.006 0.804
H123 1.556 -0.030 0.764
H124 1.917 -0.700 -0.867
H125 1.663 1.406 -1.910
H126 1.254 2.150 -0.324
H127 -0.514 0.525 -0.126
H128 -1.062 1.626 -2.704
H129 -1.107 2.540 -1.209
H130 -2.658 0.561 -0.371
H131 -2.822 0.192 -2.077
H132 -5.607 2.220 -1.142
H133 -4.827 1.310 0.131
H134 -5.204 0.463 -1.419
C52 4.614 -5.042 -1.872
O17 5.153 -4.528 -0.722
C53 4.910 -5.253 0.477
C54 5.056 -4.368 1.695
N11 5.029 -5.074 2.974
C55 5.444 -4.244 4.064
C56 4.330 -3.329 4.455
O18 3.073 -3.998 4.620
C57 2.926 -4.762 5.778
H135 4.994 -4.450 -2.709
H136 3.484 -5.039 -1.898
H137 4.971 -6.069 -2.036
H138 5.660 -6.031 0.530
H139 3.910 -5.656 0.459
H140 4.256 -3.595 1.684
H141 6.008 -3.851 1.592
H142 4.060 -5.347 3.116
H143 6.293 -3.656 3.846
H144 5.666 -4.836 4.943
H145 4.112 -2.648 3.644
H146 4.612 -2.848 5.435
H147 2.990 -4.209 6.727
H148 3.601 -5.619 5.836
H149 1.874 -5.098 5.641
C58 5.397 0.374 4.797
O19 4.284 -0.075 4.114
C59 3.180 -0.184 5.021
C60 1.842 -0.230 4.290
N12 1.571 0.930 3.462
C61 1.646 2.249 4.116
C62 1.006 3.354 3.312
O20 1.617 3.432 2.107
C63 1.097 4.603 1.422
H150 5.531 -0.228 5.704
H151 5.258 1.391 5.021
H152 6.256 0.344 4.155
H153 3.162 0.678 5.659
H154 3.299 -1.115 5.609
H155 1.086 -0.398 5.066
H156 1.829 -1.108 3.649
H157 2.207 0.865 2.680
H158 2.651 2.577 4.463
H159 1.095 2.171 5.073
H160 1.140 4.368 3.828
H161 -0.168 3.319 3.275
H162 0.002 4.716 1.463
H163 1.464 4.554 0.404
H164 1.579 5.397 1.953

Cartesian forces (eV/Å) of the 2 atoms listed first:
1.57 -0.38 1.91
-0.06 -0.41 -0.08

***

Molecular formula: C35H43As2N7PdSe
Method: DFT, ωB97M-V/def2-TZVPD

Values from the calculation:
Orbital gap (alpha / beta) in eV: 4.7 / 4.7
Multiplicity: 1
DFT total energy in hartree: -8742.300965
LUMO level (alpha / beta) in eV: -13.9 / -13.9
Net charge: +4
Energy relative to the best compared isomer or geometry (same formula, charge and spin) in kJ/mol: 225.0

Element x y z (Å)
Pd1 -0.180 0.158 -0.228
C1 1.573 0.800 2.662
C2 2.751 0.524 1.748
As1 2.247 0.655 -0.139
C3 3.733 -0.248 -0.991
C4 3.758 -1.577 -1.403
C5 4.950 -2.138 -1.842
C6 6.115 -1.384 -1.869
C7 6.096 -0.066 -1.439
C8 4.915 0.507 -0.998
C9 2.384 2.500 -0.693
C10 1.932 3.531 0.134
C11 2.035 4.850 -0.280
C12 2.568 5.148 -1.532
C13 2.993 4.124 -2.367
C14 2.908 2.801 -1.950
As2 0.069 -0.336 2.162
C15 -1.467 0.175 3.148
C16 -1.697 1.528 3.414
C17 -2.729 1.882 4.266
C18 -3.536 0.896 4.826
C19 -3.320 -0.447 4.537
C20 -2.290 -0.817 3.687
C21 0.525 -2.166 2.472
C22 -0.220 -3.204 1.914
C23 0.070 -4.515 2.256
C24 1.097 -4.789 3.153
C25 1.829 -3.753 3.720
C26 1.547 -2.438 3.386
H1 1.244 1.838 2.637
H2 1.754 0.550 3.712
H3 3.134 -0.490 1.876
H4 3.585 1.212 1.898
H5 2.876 -2.194 -1.354
H6 4.973 -3.176 -2.148
H7 7.041 -1.828 -2.209
H8 7.005 0.521 -1.445
H9 4.931 1.537 -0.666
H10 1.501 3.326 1.108
H11 1.721 5.648 0.379
H12 2.666 6.178 -1.846
H13 3.416 4.354 -3.336
H14 3.275 2.019 -2.604
H15 -1.066 2.301 2.988
H16 -2.899 2.921 4.513
H17 -4.332 1.176 5.503
H18 -3.943 -1.205 4.995
H19 -2.101 -1.866 3.490
H20 -1.042 -3.004 1.238
H21 -0.512 -5.325 1.838
H22 1.318 -5.813 3.422
H23 2.614 -3.969 4.431
H24 2.117 -1.648 3.859
C27 -4.872 -0.510 0.694
N1 -4.384 0.817 0.311
C28 -5.338 1.939 0.341
C29 -3.111 0.982 -0.037
N2 -2.224 0.007 -0.030
N3 -2.737 2.271 -0.383
C30 -1.581 2.722 -0.992
N4 -1.607 3.999 -1.371
N5 -0.532 1.959 -1.157
H25 -5.956 -0.493 0.690
H26 -4.530 -0.781 1.696
H27 -4.558 -1.262 -0.031
H28 -6.269 1.585 0.770
H29 -5.548 2.307 -0.665
H30 -4.983 2.743 0.989
H31 -2.616 -0.867 0.291
H32 -3.461 2.963 -0.273
H33 -2.446 4.556 -1.367
H34 -0.780 4.421 -1.767
H35 0.256 2.449 -1.570
C31 1.613 -1.724 -4.216
N6 0.175 -2.020 -4.159
C32 -0.606 -2.200 -5.242
C33 -1.869 -2.515 -4.787
N7 -1.819 -2.513 -3.439
C34 -2.943 -2.884 -2.577
C35 -0.555 -2.211 -3.025
Se1 0.116 -2.283 -1.306
H36 1.849 -1.425 -5.233
H37 2.174 -2.618 -3.952
H38 1.843 -0.917 -3.526
H39 -0.236 -2.107 -6.250
H40 -2.766 -2.746 -5.338
H41 -3.863 -2.642 -3.100
H42 -2.870 -2.314 -1.657
H43 -2.902 -3.952 -2.368

Cartesian forces (eV/Å) of the 2 atoms listed first:
0.11 -0.41 -0.51
-0.12 -0.08 0.03

***

> Which value of DFT total energy does entry 2 give?

-8742.300965 hartree